Entry from the OMol25 dataset: C18H11BrFN4O9Rb as an isolated structure in a non-equilibrium geometry (ωB97M-V/def2-TZVPD).

Calculated values
**HOMO**: -0.11002 Eh
**Relative energy (zero: lowest compared OMol25 entry of this formula, charge and spin)**: 70.5 kJ/mol
**Frontier orbital gap**: 6.90 eV
**Spin multiplicity**: 1
**E_LUMO**: 3.9 eV
**Net charge**: -2

Geometry (Å):
Rb (0.8544, -1.1368, 0.1080)
Br (2.5369, -1.3962, 4.3830)
F (-0.2742, 1.3337, -5.0518)
O (3.4612, 1.6014, 0.3224)
O (4.5314, 2.9038, -3.2691)
O (-0.2786, 1.8590, -0.2861)
O (-3.0714, -2.4429, 3.0762)
O (-1.2313, -2.1840, 1.7884)
O (2.5639, 0.4193, -1.3657)
O (-1.8861, 2.1566, -1.8544)
O (2.0195, 1.8253, -6.8396)
O (-5.7457, 1.6768, 1.7113)
N (2.4293, -4.0695, 3.7264)
N (2.2833, 2.6077, -2.8985)
N (-2.0958, 0.0443, 0.7986)
N (3.2419, 2.3271, -5.0110)
C (1.0927, 2.1425, -3.3681)
C (-4.5123, 1.1280, 1.3477)
C (-4.1018, -0.0002, 2.0240)
C (0.9408, 1.7902, -4.6334)
C (-2.3229, -1.8637, 2.2505)
C (-2.4841, 1.1273, 0.1380)
C (1.6269, -3.0304, 3.9569)
C (-0.3357, -4.2085, 3.2337)
C (3.4292, 2.5984, -3.6643)
C (-3.7375, 1.6500, 0.3246)
C (1.8563, -5.1772, 3.2643)
C (-1.4563, 1.7597, -0.7539)
C (-2.8807, -0.5571, 1.6985)
C (2.8678, 1.4797, -0.7248)
C (0.2546, -3.0508, 3.7539)
C (2.4567, 2.8134, -1.4744)
C (2.0627, 1.9332, -5.6239)
C (0.5158, -5.3063, 2.9594)
H (-1.4016, -4.1493, 3.0442)
H (3.1375, 3.5975, -1.2507)
H (0.1465, -6.2515, 2.5887)
H (-4.7200, -0.5219, 2.7433)
H (-5.7480, 2.5467, 1.3210)
H (-0.3260, -2.1919, 4.0270)
H (-4.0936, 2.4497, -0.2859)
H (4.0780, 2.4274, -5.5809)
H (0.2895, 2.1669, -2.6510)
H (2.5504, -5.9780, 3.0493)
H (1.4765, 3.1507, -1.0521)

Atoms 1-6, force components in eV/Å:
-0.4 0.6 0.2
-0.3 -0.2 0.1
0.7 0.2 -0.3
0.6 0.1 1.7
0.5 0.1 0.4
-1.2 -0.4 -0.5

=====

Entry from the OMol25 dataset: one molecule with the formula C2H4N4 in a non-equilibrium geometry (ωB97M-V/def2-TZVPD).

Calculated values
**HOMO**: -0.35512 Eh
**Relative energy (zero: lowest compared OMol25 entry of this formula, charge and spin)**: 378.3 kJ/mol
**Frontier orbital gap**: 10.24 eV
**SMILES string**: Nc1cnn[nH]1
**Spin multiplicity**: 1
**E_LUMO**: 0.6 eV
**Net charge**: 0

Geometry (Å):
N (1.9362, -0.8386, -0.1614)
N (0.6367, -1.0937, -0.4307)
N (-1.4269, 0.4206, 0.0353)
N (2.0326, 0.3386, 0.3915)
C (0.7455, 0.8839, 0.4879)
C (-0.0914, -0.0275, -0.0314)
H (0.3808, -1.9615, -0.8783)
H (-1.8657, 0.7286, -0.8121)
H (-0.3223, 1.5357, 0.6690)
H (-2.0255, 0.0140, 0.7303)

Atoms 1-6, force components in eV/Å:
-0.2 0.6 0.2
-0.2 0.1 0.0
-0.9 -1.1 -0.6
-0.6 0.4 0.1
-1.2 -0.3 -0.3
-0.4 -0.2 -0.1

=====

Entry from the OMol25 dataset: C19H28F9N2O4P3Ti as an isolated structure (ωB97M-V/def2-TZVPD).

Calculated values
**HOMO (alpha / beta)**: -0.17650 / -0.17712 Eh
**Relative energy (zero: lowest compared OMol25 entry of this formula, charge and spin)**: 5.5 kJ/mol
**Frontier orbital gap (alpha / beta)**: 7.38 / 6.45 eV
**Spin multiplicity**: 2
**E_LUMO (alpha / beta)**: 2.6 / 1.6 eV
**Net charge**: -1

Geometry (Å):
Ti (-0.4882, 0.2172, -0.5395)
P (-0.6923, 1.7716, 3.2112)
P (-2.6709, -1.6793, 1.7641)
P (1.3415, -0.7180, 2.1605)
F (-1.5362, 3.1299, -0.8223)
F (-1.6915, -1.5813, 3.0641)
F (-1.6678, -2.7575, 1.1262)
F (-2.7853, 2.0435, 0.5676)
F (-3.5482, -2.8200, 2.4572)
F (-2.9921, 1.7091, -1.5603)
F (-3.5524, -1.6880, 0.4365)
F (-3.5750, -0.5165, 2.3864)
F (-1.6932, -0.4495, 1.0684)
O (1.2016, -0.6388, -0.9060)
O (0.6279, -1.2388, 0.2215)
O (-1.5471, -0.7807, -1.7506)
O (0.6427, 1.7212, 0.1333)
N (-0.0984, 1.0570, -2.4705)
N (-0.8202, 0.4694, -3.5099)
C (2.9371, -0.1268, 1.5266)
C (-2.4256, -1.0967, -5.2861)
C (-2.4448, -1.2617, -3.9031)
C (0.8623, 2.3972, -4.2448)
C (2.3307, 3.3510, 0.4199)
C (-3.2784, -1.8400, -6.0840)
C (-4.1571, -2.7505, -5.5075)
C (1.5126, -2.4957, 2.4743)
C (-1.5504, -0.4735, -3.0278)
C (-2.0474, 1.8707, -0.5741)
C (-0.7317, 3.6006, 3.4063)
C (-3.3247, -2.1713, -3.3256)
C (1.4343, 2.5318, -0.4783)
C (0.7272, 1.9987, -2.8026)
C (1.3044, -0.0523, 3.8973)
C (-4.1787, -2.9129, -4.1301)
C (0.9730, 1.4370, 3.9574)
C (-1.7516, 1.3021, 4.6392)
C (1.5205, 2.6909, -1.8352)
H (2.2734, -0.2731, 4.3616)
H (-3.2612, -1.7101, -7.1593)
H (-4.8652, -3.6166, -3.6766)
H (1.0211, 1.8009, 4.9898)
H (-1.4348, 1.7787, 5.5720)
H (2.1897, -2.6759, 3.3122)
H (-4.8249, -3.3301, -6.1334)
H (-0.4741, 3.9264, 4.4182)
H (0.5460, -0.6388, 4.4230)
H (-1.7355, 3.9493, 3.1602)
H (-1.7516, 0.2182, 4.7529)
H (3.7386, -0.8180, 1.7952)
H (2.8708, -0.0497, 0.4401)
H (1.1597, 1.5385, -4.8465)
H (1.8829, -2.9865, 1.5772)
H (-3.3336, -2.2777, -2.2486)
H (2.4052, 4.3795, 0.0676)
H (3.3361, 2.9242, 0.4346)
H (2.2052, 3.4405, -2.2063)
H (-2.7790, 1.5891, 4.4123)
H (-0.1041, 2.7266, -4.6260)
H (3.1536, 0.8551, 1.9470)
H (1.7100, 2.0063, 3.3809)
H (-0.0465, 4.0582, 2.6910)
H (-1.7384, -0.3802, -5.7153)
H (1.5930, 3.1960, -4.3532)
H (0.5257, -2.8960, 2.7054)
H (1.9365, 3.3464, 1.4344)

Atoms 1-6, force components in eV/Å:
0.3 -0.1 0.0
0.0 0.0 0.0
0.1 0.1 0.2
0.1 0.0 0.0
0.0 0.0 0.0
0.0 -0.1 0.0

=====

Entry from the OMol25 dataset: C30H28F10IN2OSn as an isolated structure in a non-equilibrium geometry (ωB97M-V/def2-TZVPD).

Calculated values
**HOMO**: -0.41147 Eh
**Relative energy (zero: lowest compared OMol25 entry of this formula, charge and spin)**: 35.4 kJ/mol
**Frontier orbital gap**: 8.06 eV
**Spin multiplicity**: 1
**E_LUMO**: -3.1 eV
**Net charge**: +1

Geometry (Å):
I (-0.3564, 3.1876, 0.8683)
Sn (-0.2160, -0.1308, -0.0446)
F (-2.8796, -3.2094, -3.8761)
F (0.3650, -0.1633, -3.2159)
F (-2.3936, -5.5498, -2.6090)
F (-1.0276, -5.5366, -0.2591)
F (2.0008, 1.2214, -4.7828)
F (2.3550, 1.8206, 0.5777)
F (3.9572, 3.2113, -1.0178)
F (-0.1896, -3.2657, 0.7815)
F (-2.0697, -0.9547, -2.9080)
F (3.7837, 2.9537, -3.7085)
O (-1.6470, 1.4251, -1.6808)
N (0.7489, -0.4772, 2.3356)
N (2.3323, -1.7323, -0.0022)
C (3.0346, 2.4226, -1.5550)
C (1.1984, 0.7085, -2.6346)
C (2.1634, 1.7170, -0.7548)
C (2.0500, 1.3993, -3.4704)
C (-0.7981, -3.2025, -0.4194)
C (2.4233, -2.1419, 1.3976)
C (-1.2447, -4.4050, -0.9182)
C (2.1288, -1.0147, 2.3629)
C (3.4742, -0.8619, -0.3393)
C (-3.8935, 3.4627, 3.2432)
C (-4.5864, -0.0407, 2.3519)
C (2.4300, -2.9059, -0.8903)
C (-0.9703, -1.9792, -1.0360)
C (-4.1139, 1.3365, -1.8271)
C (-1.7030, -2.0395, -2.2163)
C (-4.4788, 2.2414, 3.1673)
C (-2.6333, 1.3650, 1.7532)
C (0.7418, 0.8181, 3.0378)
C (-2.6857, 3.6864, 2.5562)
C (-3.8891, 1.1880, 2.4250)
C (-1.9401, -4.4160, -2.1078)
C (-4.0833, -1.0834, 1.6554)
C (1.1975, 0.8735, -1.2648)
C (-0.1660, -1.3814, 3.0702)
C (-2.1775, -3.2213, -2.7513)
C (-2.8804, 2.1860, -1.6070)
C (2.9616, 2.2802, -2.9262)
C (-2.8267, -0.9504, 1.0179)
C (-2.0936, 2.6817, 1.8479)
C (-2.1024, 0.2160, 1.0505)
H (-4.0710, 0.8166, -2.7873)
H (-0.1866, -2.3667, 2.6259)
H (1.0793, 0.6814, 4.0723)
H (3.4365, 0.0800, 0.2015)
H (1.6925, -3.6543, -0.6308)
H (1.7366, -2.9657, 1.5509)
H (2.7965, -0.1726, 2.1827)
H (-1.1711, -0.9713, 3.0644)
H (2.2676, -2.5955, -1.9243)
H (-2.8929, 2.6279, -0.6144)
H (-5.5399, -0.1221, 2.8628)
H (0.1670, -1.4707, 4.1096)
H (-5.0007, 1.9744, -1.8316)
H (1.3991, 1.5248, 2.5389)
H (-0.2702, 1.2198, 3.0583)
H (2.3524, -1.3911, 3.3665)
H (3.4248, -3.3651, -0.8175)
H (-4.3475, 4.2668, 3.8090)
H (-4.2215, 0.5931, -1.0340)
H (-1.6170, 0.9924, -2.5396)
H (-2.2302, 4.6682, 2.5824)
H (3.4303, -2.5129, 1.6308)
H (-5.4213, 2.0501, 3.6697)
H (-2.8272, 2.9967, -2.3331)
H (3.4786, -0.6532, -1.4071)
H (-2.4536, -1.8123, 0.5095)
H (4.4132, -1.3703, -0.0880)
H (-4.6182, -2.0234, 1.5924)

Atoms 1-6, force components in eV/Å:
0.2 0.5 -0.3
-1.0 -0.3 0.6
0.0 0.0 -0.1
-0.2 0.0 0.0
0.0 -0.1 0.0
0.0 -0.1 0.1

=====

Entry from the OMol25 dataset: C10H18ClIN2O2PPd as an isolated structure in a non-equilibrium geometry (ωB97M-V/def2-TZVPD).

Calculated values
**HOMO (alpha / beta)**: -0.65759 / -0.68770 Eh
**Relative energy (zero: lowest compared OMol25 entry of this formula, charge and spin)**: 222.6 kJ/mol
**Frontier orbital gap (alpha / beta)**: 6.48 / 3.65 eV
**Spin multiplicity**: 5
**E_LUMO (alpha / beta)**: -11.4 / -15.1 eV
**Net charge**: +3

Geometry (Å):
I (-3.1249, -1.9088, -1.2892)
Pd (0.1670, 0.0236, 0.5751)
Cl (2.2066, 0.3624, 1.6772)
P (0.9137, -1.9630, -0.1588)
O (-0.4761, -0.1908, -2.9005)
O (-2.4224, 0.8190, -0.9284)
N (-0.5962, 2.0289, 0.8005)
N (-1.9204, 3.6250, 1.5321)
C (-1.1253, 4.1809, 0.5420)
C (-1.8173, -0.0180, -0.3594)
C (-0.3030, 3.1754, 0.0812)
C (-2.2480, 1.4043, 2.5648)
C (1.5512, 0.8612, -2.1098)
C (-1.5775, 2.3146, 1.6412)
C (0.3605, -0.0195, -2.0831)
C (0.0835, -3.0963, -1.3450)
C (2.6139, -2.0692, -0.8268)
C (1.0565, -2.9839, 1.3512)
H (2.6537, -1.7832, -1.8853)
H (1.7881, 1.2562, -1.0913)
H (-1.2025, 5.2036, 0.2298)
H (-0.7994, -3.5056, -0.8287)
H (-2.6871, 4.0540, 2.0457)
H (-1.9916, 0.3592, 2.3320)
H (2.9682, -3.1070, -0.7281)
H (-1.9524, 1.6125, 3.6071)
H (3.2302, -1.3978, -0.2174)
H (1.5025, -3.9782, 1.2541)
H (0.8159, -3.8993, -1.5560)
H (1.6404, -2.4062, 2.0685)
H (0.4434, 3.1861, -0.6972)
H (1.3202, 1.7235, -2.7860)
H (2.4608, 0.3010, -2.4410)
H (0.0468, -3.0936, 1.7438)
H (-0.2450, -2.6140, -2.2849)
H (-3.3340, 1.5429, 2.4706)

Atoms 1-6, force components in eV/Å:
-0.8 -1.2 -0.4
-0.4 -0.5 -0.8
-0.6 0.1 -0.4
1.9 -2.7 -0.3
1.4 -0.3 2.1
1.7 -2.3 1.9

=====

Entry from the OMol25 dataset: C18H27GaN3S2 as an isolated structure in a non-equilibrium geometry (ωB97M-V/def2-TZVPD).

Calculated values
**HOMO**: -0.67696 Eh
**Frontier orbital gap**: 8.39 eV
**Spin multiplicity**: 1
**E_LUMO**: -10.0 eV
**Net charge**: +3

Geometry (Å):
Ga (0.2553, -0.1700, -0.1141)
S (-0.3614, -2.5414, -0.3537)
S (0.0440, 2.2286, -0.3824)
N (0.0120, -0.1469, -2.2891)
N (-0.9847, -0.0448, 1.6315)
N (1.5647, -0.6879, 1.3430)
C (3.2563, 0.7939, -0.5301)
C (-1.7588, 2.6107, -0.2967)
C (-0.5992, -1.3675, -2.8749)
C (-0.8812, -0.0207, 4.0353)
C (3.6545, -1.5080, 2.1639)
C (2.7252, -1.3518, 1.1407)
C (3.3349, -1.0662, 3.4515)
C (2.7282, 0.4855, -1.7291)
C (-3.0015, 0.1513, 2.9139)
C (-0.2546, -0.1254, 2.7864)
C (-2.2624, 0.1290, 4.1001)
C (-0.0638, -2.5913, -2.1610)
C (-2.3297, 0.0736, 1.6929)
C (1.1540, -0.4315, 2.6298)
C (-2.2064, -2.5879, -0.3956)
C (-0.5183, 1.1087, -2.8914)
C (2.0491, -0.5847, 3.6974)
C (0.1001, 2.3204, -2.2201)
H (-2.5410, -2.7251, 0.6376)
H (-1.6872, -1.2928, -2.7850)
H (2.7780, -0.5639, -2.0634)
H (-2.3779, 1.7662, -0.6170)
H (-1.6108, 1.1164, -2.7981)
H (1.1352, 2.4952, -2.5252)
H (3.0779, 1.7290, 0.0135)
H (-2.6364, -1.6679, -0.8056)
H (-0.2706, 1.1055, -3.9653)
H (1.0035, -0.1751, -2.5638)
H (-4.0893, 0.2327, 2.9138)
H (-2.7514, 0.2183, 5.0673)
H (4.6229, -1.9500, 1.9333)
H (4.0694, -1.1167, 4.2534)
H (1.7072, -0.3210, 4.6981)
H (2.9201, -1.6857, 0.1221)
H (-0.4818, 3.2170, -2.4577)
H (2.5530, 1.2525, -2.4979)
H (-0.2484, -0.0713, 4.9174)
H (-1.9363, 3.4699, -0.9530)
H (-2.8672, 0.1078, 0.7398)
H (-0.3397, -1.4063, -3.9447)
H (4.0832, 0.1734, -0.1679)
H (-2.5133, -3.4561, -0.9910)
H (1.0146, -2.7250, -2.3136)
H (-0.5841, -3.4897, -2.5038)
H (-1.9889, 2.8860, 0.7358)

Atoms 1-6, force components in eV/Å:
-0.7 -0.2 0.7
-0.6 0.2 -0.7
-0.6 0.3 -0.8
0.3 -0.2 -0.2
0.2 -0.2 0.0
-0.2 -0.5 0.5

=====

Entry from the OMol25 dataset: CH6N2 as an isolated structure in a non-equilibrium geometry (ωB97M-V/def2-TZVPD).

Calculated values
**HOMO**: -0.33467 Eh
**Relative energy (zero: lowest compared OMol25 entry of this formula, charge and spin)**: 205.1 kJ/mol
**Frontier orbital gap**: 10.27 eV
**Spin multiplicity**: 1
**E_LUMO**: 1.2 eV
**Net charge**: 0

Geometry (Å):
N (1.3416, 0.5649, -0.1642)
N (0.2854, 0.2502, 0.7026)
C (-0.8875, -0.2789, 0.0453)
H (-0.6155, -1.2516, -0.3770)
H (-0.0552, 1.4042, 1.2524)
H (1.0308, 0.7954, -1.1095)
H (1.9765, -0.2258, -0.2025)
H (-1.2725, 0.3549, -0.7690)
H (-1.6741, -0.4273, 0.7842)

Atoms 1-6, force components in eV/Å:
0.3 0.0 -0.4
-1.2 4.7 2.6
-0.1 -0.1 -0.2
-0.1 0.0 0.0
1.2 -4.6 -2.1
0.0 -0.1 0.2

=====

Entry from the OMol25 dataset: C22H19F5OReS4SbSeSi as an isolated structure (ωB97M-V/def2-TZVPD).

Calculated values
**HOMO (alpha / beta)**: -0.17954 / -0.17840 Eh
**Relative energy (zero: lowest compared OMol25 entry of this formula, charge and spin)**: 0.0 kJ/mol
**Frontier orbital gap (alpha / beta)**: 6.90 / 6.45 eV
**Spin multiplicity**: 2
**E_LUMO (alpha / beta)**: 2.0 / 1.6 eV
**Net charge**: -1

Geometry (Å):
Re (-2.3856, -0.8868, -1.4318)
Sb (-3.0785, -2.3449, -4.4474)
Se (-3.9737, -0.2018, 0.2264)
S (-3.7167, -0.3303, -3.1506)
S (-1.1841, -1.9464, -5.5856)
S (-4.8170, -3.5185, -5.2285)
S (-2.3585, -2.9938, -2.1118)
Si (0.6215, 0.5073, -0.7884)
F (-2.1033, 1.2882, 2.2127)
F (-0.7537, -2.2656, 4.9361)
F (-0.6729, 0.3694, 4.2847)
F (-2.2556, -3.9813, 3.4747)
F (-3.7166, -3.0789, 1.4112)
O (-0.7380, -0.0449, -1.5447)
C (-1.4620, -1.8122, 3.9010)
C (1.5918, 1.2988, -3.2671)
C (-2.2375, -2.6830, 3.1586)
C (1.9863, 0.4149, -2.0778)
C (0.9605, -0.6516, 0.6524)
C (0.8493, -2.9150, 1.5318)
C (-1.4240, -0.4713, 3.5683)
C (-2.1690, -0.0148, 2.4963)
C (-0.9481, 2.8545, -0.5355)
C (3.3210, 0.8878, -1.4941)
C (2.1139, -1.0392, -2.5508)
C (0.2756, 2.2583, -0.2242)
C (-0.3092, 4.8762, 0.5966)
C (1.6174, -0.2692, 1.8248)
C (-2.9616, -0.8622, 1.7354)
C (1.5182, -2.5153, 2.6798)
C (0.9184, 4.3081, 0.9069)
C (1.8985, -1.1886, 2.8264)
C (0.5797, -1.9927, 0.5290)
C (-2.9794, -2.2037, 2.0939)
C (1.2056, 3.0142, 0.4970)
C (-1.2402, 4.1489, -0.1292)
H (2.3704, 1.2535, -4.0362)
H (3.2881, 1.9433, -1.2127)
H (1.4722, 2.3447, -2.9715)
H (0.0729, -2.3364, -0.3679)
H (0.6585, 0.9585, -3.7204)
H (1.6526, 4.8723, 1.4688)
H (-2.1994, 4.5856, -0.3773)
H (1.7279, -3.2307, 3.4652)
H (2.1762, 2.5973, 0.7413)
H (0.5358, -3.9448, 1.4111)
H (2.4017, -0.8644, 3.7291)
H (3.6104, 0.3042, -0.6150)
H (-0.5375, 5.8847, 0.9188)
H (2.8811, -1.1055, -3.3297)
H (1.9031, 0.7648, 1.9761)
H (4.1137, 0.7725, -2.2413)
H (-1.6889, 2.2994, -1.0992)
H (1.1789, -1.4082, -2.9797)
H (2.4096, -1.7052, -1.7360)

Atoms 1-6, force components in eV/Å:
0.0 0.0 0.0
0.0 0.0 0.0
0.0 0.0 0.0
0.0 0.0 0.0
0.0 0.0 0.0
0.0 0.0 0.0

=====

> Among the records above, which one has the lowest net charge?

C18H11BrFN4O9Rb